C40H54F30Ni2O24 | ωB97M-V/def2-TZVPD

```
! RIJCOSX wB97M-V def2-TZVPD def2/J DEFGRID3
* xyz 0 5
Ni -16.15 -13.37 -1.52
Ni -15.89 -12.58 1.06
O -15.29 -11.67 -0.67
H -15.24 -10.78 -1.06
O -17.17 -13.65 -3.12
H -17.58 -14.05 -3.91
O -17.53 -13.05 0.00
H -18.48 -13.28 0.12
O -15.23 -14.24 0.12
H -14.54 -14.90 -0.10
C -20.68 -12.36 4.30
C -19.32 -12.77 3.57
O -18.91 -14.14 3.62
C -17.67 -14.47 3.24
O -16.78 -13.67 2.84
C -17.23 -15.96 3.35
F -18.09 -16.75 4.08
F -17.13 -16.43 2.14
F -16.02 -15.97 3.87
H -20.56 -12.43 5.38
H -21.56 -12.98 4.11
H -20.88 -11.30 4.13
H -18.64 -12.23 4.24
H -19.27 -12.40 2.55
C -21.23 -11.56 -3.51
C -21.18 -12.10 -2.08
O -21.45 -11.00 -1.20
C -21.60 -11.15 0.14
O -21.41 -12.28 0.75
C -22.20 -9.94 0.92
F -21.96 -9.98 2.23
F -21.61 -8.81 0.47
F -23.47 -10.06 0.55
H -20.48 -10.80 -3.75
H -22.05 -10.91 -3.81
H -21.04 -12.32 -4.26
H -20.21 -12.49 -1.81
H -21.92 -12.88 -1.91
C -19.44 -19.54 -3.55
C -18.01 -19.36 -4.07
O -17.20 -18.70 -3.10
C -16.50 -19.40 -2.15
O -16.54 -20.63 -2.06
C -15.79 -18.53 -1.16
F -14.55 -18.96 -1.09
F -15.73 -17.24 -1.55
F -16.41 -18.63 0.00
H -19.26 -19.84 -2.51
H -19.92 -20.31 -4.15
H -20.09 -18.67 -3.51
H -18.13 -18.60 -4.84
H -17.45 -20.18 -4.54
C -11.13 -15.24 2.14
C -12.44 -14.57 1.93
O -12.20 -13.37 2.48
C -13.01 -12.34 2.39
O -14.25 -12.34 2.27
C -12.19 -10.95 2.48
F -12.81 -10.05 1.76
F -12.18 -10.56 3.76
F -10.96 -11.11 1.97
H -10.74 -15.09 3.15
H -10.34 -14.79 1.54
H -11.05 -16.31 1.95
H -13.33 -14.96 2.42
H -12.58 -14.57 0.85
C -15.47 -13.61 -6.88
C -15.34 -13.26 -5.45
O -14.09 -12.55 -5.14
C -13.75 -12.42 -3.87
O -14.27 -12.97 -2.88
C -12.61 -11.41 -3.62
F -13.10 -10.31 -3.03
F -11.64 -11.95 -2.95
F -12.14 -10.99 -4.80
H -14.55 -14.03 -7.30
H -15.70 -12.78 -7.55
H -16.11 -14.49 -7.01
H -15.24 -14.28 -5.08
H -16.16 -12.66 -5.07
C -13.79 -8.21 -0.56
C -14.35 -6.77 -0.69
O -13.34 -5.83 -1.13
C -13.59 -4.60 -1.50
O -14.72 -4.10 -1.65
C -12.32 -3.76 -1.84
F -12.41 -2.44 -1.50
F -11.19 -4.26 -1.36
F -12.19 -3.82 -3.14
H -13.21 -8.50 -1.44
H -14.56 -8.97 -0.46
H -13.14 -8.37 0.30
H -14.91 -6.44 0.19
H -15.09 -6.97 -1.46
C -18.52 -9.03 -1.51
C -18.02 -9.99 -0.41
O -17.92 -9.26 0.89
C -17.26 -9.82 1.92
O -16.66 -10.91 1.82
C -17.34 -9.03 3.23
F -17.94 -9.76 4.14
F -16.10 -8.82 3.69
F -17.83 -7.84 3.06
H -17.98 -8.08 -1.60
H -19.52 -8.76 -1.15
H -18.71 -9.56 -2.44
H -17.10 -10.51 -0.66
H -18.76 -10.79 -0.34
C -19.93 -15.33 -1.55
C -20.67 -15.64 -0.21
O -20.28 -16.82 0.48
C -20.57 -18.04 0.04
O -21.21 -18.22 -1.01
C -19.93 -19.10 0.95
F -18.85 -18.66 1.61
F -20.82 -19.50 1.85
F -19.60 -20.12 0.19
H -20.54 -15.34 -2.46
H -19.52 -16.30 -1.85
H -19.27 -14.49 -1.35
H -21.75 -15.57 -0.33
H -20.53 -14.77 0.42
C -18.38 -16.20 -6.21
C -19.31 -15.42 -5.32
O -20.59 -15.28 -5.95
C -20.88 -14.29 -6.75
O -20.08 -13.38 -6.98
C -22.29 -14.27 -7.32
F -22.94 -13.23 -6.78
F -22.37 -14.05 -8.66
F -22.93 -15.37 -7.08
H -18.87 -17.05 -6.67
H -17.46 -16.40 -5.66
H -18.05 -15.54 -7.02
H -18.98 -14.46 -4.93
H -19.42 -16.06 -4.45
C -15.71 -9.27 -4.31
C -15.64 -7.76 -4.17
O -14.28 -7.40 -4.10
C -13.40 -7.47 -5.12
O -13.58 -7.79 -6.30
C -11.93 -7.15 -4.73
F -11.14 -8.07 -5.24
F -11.57 -5.99 -5.25
F -11.68 -7.13 -3.46
H -16.73 -9.52 -4.61
H -15.53 -9.68 -3.32
H -15.02 -9.86 -4.91
H -16.11 -7.47 -3.22
H -16.07 -7.33 -5.08
*
```

Output
* molecular weight: 1606.17 g mol⁻¹
* max |F|: 0.123 hartree/bohr
* LUMO energy (spin up / spin down): -0.054 / -0.094 eV
* expectation value of S²: 6.01
* HOMO level (spin up / spin down): -8.9 / -8.8 eV
* orbital gap (spin up / spin down): 8.8554 / 8.6775 eV

Löwdin population analysis, charges in e, atoms 1 to 99: 0.670 0.593 -0.357 -0.028 -0.386 -0.073 -0.349 -0.013 -0.354 -0.002 -0.033 -0.155 0.059 -0.266 0.076 -0.546 0.132 0.206 0.186 0.069 0.075 0.061 0.109 0.108 -0.034 -0.181 -0.001 -0.263 0.061 -0.527 0.172 0.149 0.194 0.067 0.086 0.070 0.108 0.130 -0.037 -0.194 -0.006 -0.322 0.144 -0.591 0.201 0.158 0.195 0.065 0.085 0.067 0.087 0.132 -0.055 -0.262 0.048 -0.232 0.098 -0.518 0.178 0.179 0.166 0.086 0.088 0.087 0.142 0.133 -0.067 -0.188 0.050 -0.317 0.078 -0.572 0.158 0.223 0.159 0.089 0.088 0.063 0.125 0.120 -0.032 -0.150 0.041 -0.343 0.121 -0.556 0.141 0.185 0.183 0.064 0.060 0.062 0.132 0.090 -0.031 -0.138 0.051 -0.245 0.065

---

C40H55CaN7O4 | ωB97M-V/def2-TZVPD

```
! RIJCOSX wB97M-V def2-TZVPD def2/J DEFGRID3
* xyz 0 1
Ca 0.09 0.31 -0.31
C 5.24 -3.59 0.47
C 4.46 -3.55 -0.84
C 3.06 -3.07 -0.63
C 1.94 -3.82 -0.45
C 1.84 -5.32 -0.48
C 1.53 -5.87 -1.87
C 0.84 -2.89 -0.20
C -0.49 -3.23 0.08
C -1.56 -2.40 0.46
C -2.92 -2.83 0.78
C -3.42 -4.24 0.72
C -3.10 -5.02 2.00
C -3.60 -1.71 1.16
C -2.65 -0.60 1.09
C -2.90 0.72 1.46
C -2.02 1.82 1.54
N -0.71 1.76 1.25
C -0.18 3.00 1.34
C 1.14 3.34 1.01
C 2.19 2.54 0.52
N 2.08 1.23 0.24
C 3.27 0.77 -0.19
C 3.51 -0.57 -0.52
C 2.65 -1.67 -0.49
N 1.32 -1.63 -0.26
C 4.22 1.86 -0.19
C 3.55 2.97 0.25
C 4.09 4.36 0.41
C 3.81 5.22 -0.82
C 5.67 1.75 -0.55
C 6.51 1.18 0.60
C -1.22 3.93 1.77
C -2.37 3.19 1.90
C -3.71 3.64 2.39
C -3.95 3.26 3.85
C -1.02 5.37 2.09
C -0.41 5.57 3.48
N -1.47 -1.07 0.64
C -5.02 -1.61 1.63
C -5.13 -1.56 3.15
H 6.26 -3.95 0.31
H 4.76 -4.25 1.20
H 5.30 -2.60 0.92
H 4.44 -4.55 -1.28
H 4.97 -2.91 -1.56
H 1.07 -5.65 0.23
H 2.78 -5.75 -0.12
H 0.54 -5.56 -2.21
H 1.55 -6.96 -1.87
H 2.26 -5.52 -2.60
H -0.72 -4.29 0.06
H -2.97 -4.75 -0.14
H -4.49 -4.24 0.55
H -2.02 -5.02 2.19
H -3.43 -6.05 1.92
H -3.59 -4.57 2.86
H -3.93 0.93 1.76
H 1.39 4.39 1.15
H 4.54 -0.80 -0.80
H 5.16 4.32 0.61
H 3.64 4.82 1.29
H 4.29 4.80 -1.70
H 4.19 6.24 -0.68
H 2.74 5.27 -1.02
H 6.06 2.74 -0.83
H 5.79 1.12 -1.43
H 6.43 1.81 1.48
H 7.56 1.10 0.32
H 6.15 0.19 0.88
H -4.49 3.19 1.77
H -3.81 4.72 2.27
H -3.86 2.19 4.00
H -4.95 3.57 4.18
H -3.22 3.74 4.50
H -1.97 5.91 2.02
H -0.36 5.83 1.35
H -1.08 5.18 4.25
H -0.24 6.63 3.69
H 0.54 5.05 3.57
H -5.59 -2.46 1.25
H -5.48 -0.72 1.20
H -4.73 -2.47 3.60
H -6.17 -1.46 3.47
H -4.56 -0.72 3.56
C -1.33 1.97 -5.59
O -0.49 1.27 -4.68
C -0.63 1.45 -3.36
O 0.13 0.90 -2.60
N -1.64 2.27 -2.95
N -1.89 2.24 -1.57
H -0.92 1.76 -6.58
H -1.30 3.05 -5.41
H -2.35 1.60 -5.54
H -2.44 2.33 -3.56
H -2.61 1.54 -1.38
H -2.19 3.15 -1.26
N -1.34 -3.49 -3.14
C -1.29 -2.03 -3.18
C -2.63 -1.42 -2.79
O -3.63 -2.28 -2.72
O -2.79 -0.23 -2.61
H -0.77 -3.90 -3.87
H -3.22 -3.16 -2.89
H -0.97 -3.81 -2.25
H -1.10 -1.68 -4.20
H -0.52 -1.59 -2.55
*
```

Output
* molecular weight: 738.00 g mol⁻¹
* max |F|: 0.019 hartree/bohr
* LUMO energy: -0.387 eV
* HOMO level: -6.2 eV
* ΔE to the lowest compared entry with this formula, charge and spin: 6.8 kcal/mol
* orbital gap: 5.8015 eV

Löwdin population analysis, charges in e, atoms 1 to 99: 1.383 -0.085 -0.200 -0.135 -0.131 -0.196 -0.086 -0.249 0.018 -0.248 -0.137 -0.200 -0.083 -0.128 -0.240 0.047 -0.264 -0.027 -0.248 0.064 -0.235 -0.025 -0.235 0.061 -0.234 -0.013 -0.131 -0.133 -0.201 -0.091 -0.200 -0.087 -0.139 -0.143 -0.199 -0.083 -0.201 -0.085 -0.015 -0.192 -0.083 0.070 0.076 0.065 0.103 0.108 0.105 0.106 0.052 0.071 0.075 0.100 0.102 0.105 0.073 0.071 0.065 0.100 0.100 0.101 0.105 0.106 0.074 0.068 0.070 0.103 0.109 0.077 0.069 0.062 0.106 0.101 0.066 0.070 0.068 0.101 0.105 0.067 0.070 0.073 0.103 0.109 0.066 0.071 0.065 -0.051 -0.003 -0.579 -0.023 0.014 0.069 0.098 0.099 0.097 0.125 0.075 0.100 0.033 -0.141

---

- molecular weight of number 1 (C40H54F30Ni2O24)?
  1606.17 g mol⁻¹

---

- The lowest molecular weight belongs to which entry?
  C40H55CaN7O4